[1]
Molecular formula: C2H3N5O
Method: DFT, wB97M-V/def2-TZVPD

```
11
Properties=species:S:1:pos:R:3
C -0.60598 0.45238 0.78794
C 1.63598 -0.65335 0.02342
H -1.14243 1.78500 2.01144
H -0.27319 -1.18051 -1.87476
H 2.14707 -0.56338 0.98812
N -0.40212 1.25748 1.71190
N -1.80971 0.33100 0.03859
N -1.56115 0.16180 -1.20238
N -0.36490 -0.25302 -1.36526
N 0.39488 -0.29348 0.00509
O 1.98154 -1.04392 -1.12408
```

Results
SMILES string: [H]/N=c1\nn[nH]n1C=O



[2]
Molecular formula: C36H37N6O2Pd
Method: DFT, wB97M-V/def2-TZVPD

```
82
Properties=species:S:1:pos:R:3
Pd -1.11557 0.83884 -1.31205
C -2.66339 1.62455 5.38012
C -2.01979 1.51945 4.04592
C -0.78455 0.88661 3.88915
C -0.08478 0.94426 2.68398
C 1.29623 0.61216 2.51893
N 1.95096 -0.44243 2.88679
C 1.44572 -1.70235 3.37579
C 2.13036 -2.86167 2.63932
C 1.68997 -3.08569 1.18834
N 2.22451 -2.10331 0.26179
C 2.25446 -2.45408 -1.13069
C 2.81449 -1.28513 -1.92719
C 4.12227 -1.09256 -2.20524
C 4.61598 0.13033 -2.76313
C 6.05626 0.25847 -3.06338
C 3.74921 1.20565 -2.97839
C 2.38857 1.11683 -2.72337
C 1.45572 2.17565 -2.92930
N 0.16585 2.17335 -2.73220
C -0.60639 3.26035 -3.30250
C -1.53913 4.00189 -2.33607
C -2.74280 3.18933 -1.81725
N -2.32150 2.40957 -0.68407
C -2.61946 2.73447 0.51734
C -2.01282 2.13056 1.68200
C -2.61857 2.11927 2.92839
C -0.67934 1.59998 1.53568
O -0.03204 1.68562 0.45783
C 1.86102 -0.20575 -2.31706
O 0.91941 -0.08706 -1.24163
H -2.16516 1.01604 6.12911
H -3.71789 1.35647 5.34367
H -2.62415 2.66452 5.71366
H -0.30532 0.44780 4.75229
H 1.85870 1.35024 1.94998
H 2.96163 -0.44740 2.74971
H 0.36116 -1.73115 3.25031
H 1.67659 -1.79711 4.44140
H 1.89453 -3.77601 3.18436
H 3.21366 -2.73481 2.67332
H 0.59004 -3.11144 1.14128
H 2.07039 -4.06044 0.87579
H 1.84444 -1.17611 0.41188
H 2.92304 -3.31342 -1.25221
H 4.83997 -1.86302 -1.96134
H 6.64792 -0.49685 -2.55306
H 6.43053 1.25205 -2.82193
H 6.21702 0.12609 -4.13740
H 4.15695 2.14304 -3.32965
H 1.90046 3.06630 -3.38004
H -1.20944 2.82627 -4.11391
H 0.06553 4.00627 -3.74737
H -1.92658 4.86582 -2.87646
H -0.96357 4.37392 -1.48444
H -3.11859 2.52177 -2.60634
H -3.54495 3.88250 -1.53726
H -3.35554 3.52188 0.70039
H -3.58608 2.58604 3.05017
C -5.03447 -1.33683 2.44783
C -5.00319 -0.29133 1.52637
C -3.95320 -0.17807 0.64433
C -2.89924 -1.11279 0.67484
C -2.94198 -2.17359 1.61075
C -4.00291 -2.27336 2.47961
N -1.88193 -0.98856 -0.22032
N -1.09105 -2.03786 -0.36450
C -0.26445 -2.02113 -1.34941
C 0.81407 -2.99097 -1.65537
C 0.93576 -3.16049 -3.14133
C 0.89609 -2.09124 -3.92761
C 0.74231 -0.74685 -3.31707
C -0.07157 -0.71779 -2.04199
H -5.87158 -1.43592 3.12017
H -5.82043 0.41097 1.48636
H -3.95120 0.57558 -0.13445
H -2.13953 -2.89595 1.61855
H -4.04337 -3.08764 3.18685
H 0.62126 -3.93594 -1.14848
H 1.07755 -4.15621 -3.52704
H 0.96358 -2.15694 -5.00035
H 0.48332 0.00651 -4.06151
```

Results
charge: +3



Calculated values (kcal/mol) of relative energy (zero: lowest compared OMol25 entry of this formula, charge and spin) for the records, taken in order: 104.6, 62.5.
Calculated values (eV) of E_tot for the records, taken in order: -11616.293, -54415.779.